C35H27AsN2O5PS5Ti as an isolated structure at a distorted geometry. Source: OMol25; level of theory: the ωB97M-V functional and the def2-TZVPD basis.

The geometry in ORCA input format:
```
! wB97M-V def2-TZVPD RIJCOSX def2/J DEFGRID3
* xyz -2 2
Ti -1.023 1.846 -0.869
N 1.759 -1.043 -1.723
C 2.788 -1.642 -1.061
C 3.390 -2.855 -1.454
C 4.383 -3.458 -0.677
C 4.939 -2.778 0.393
C 4.374 -1.548 0.801
C 3.274 -0.987 0.120
P 2.286 0.390 0.671
C 3.428 1.726 0.630
C 3.190 2.888 1.380
C 3.917 4.029 1.155
C 4.897 4.062 0.179
C 5.248 2.906 -0.507
C 4.528 1.720 -0.256
C 2.015 0.000 2.407
C 2.830 0.404 3.451
C 2.369 0.279 4.784
C 1.184 -0.386 5.051
C 0.405 -0.891 3.988
C 0.852 -0.742 2.688
H 1.400 -1.432 -2.582
H 1.648 -0.033 -1.634
H 3.030 -3.351 -2.369
H 4.751 -4.464 -0.981
H 5.763 -3.232 0.968
H 4.724 -1.021 1.674
H 2.426 2.910 2.167
H 3.677 4.914 1.691
H 5.375 5.013 -0.048
H 6.044 2.886 -1.253
H 4.811 0.821 -0.794
H 3.794 0.865 3.261
H 2.953 0.704 5.598
H 0.856 -0.580 6.066
H -0.499 -1.404 4.192
H 0.261 -1.167 1.863
S 0.004 4.971 -4.504
As -0.680 3.180 -3.695
S 0.926 2.194 -2.180
S -2.279 3.384 -1.901
S -1.450 1.561 -4.874
O -2.175 2.813 5.139
C -1.697 2.433 4.072
C -0.659 3.220 3.206
O 0.113 4.137 3.533
C -0.836 2.600 1.910
C -1.605 1.429 1.941
O -1.884 0.733 0.901
C -2.129 1.113 3.273
O -2.914 0.207 3.534
O -0.226 2.961 0.819
N -1.792 0.183 -1.659
S -2.124 -1.412 -1.351
C -2.711 -1.890 -2.968
C -2.038 -2.923 -3.614
C -2.250 -3.215 -4.960
C -3.259 -2.559 -5.634
C -3.976 -1.536 -4.999
C -3.715 -1.204 -3.653
C -3.666 -1.420 -0.462
C -4.524 -0.332 -0.365
C -5.656 -0.368 0.451
C -5.919 -1.529 1.214
C -5.111 -2.649 1.089
C -3.991 -2.604 0.221
H -2.100 0.415 -2.625
H -1.331 -3.519 -3.017
H -1.614 -3.925 -5.538
H -3.523 -2.850 -6.649
H -4.804 -1.015 -5.516
H -4.292 -0.408 -3.175
H -4.327 0.616 -0.939
H -6.308 0.509 0.425
H -6.758 -1.569 1.889
H -5.359 -3.565 1.644
H -3.412 -3.516 0.050
*
```

Output
Energy above the lowest of the compared OMol25 structures with the same formula, charge and spin ... 0.0 kJ/mol
Molecular weight ... 869.71 g mol⁻¹
F_max ... 3.3 eV Å⁻¹
⟨S²⟩ ... 0.760
Frontier orbital gap (spin up / spin down) ... 0.1851 / 0.2158 hartree
LUMO energy (spin up / spin down) ... 0.1312 / 0.1312 hartree